[1]
59
Properties=species:S:1:pos:R:3 method="wB97M-V/def2-TZVPD" spin_multiplicity=7 e_homo_ev="-13.7 / -13.7" total_charge=+2 e_above_lowest_kcal_mol=0.0 orbital_gap_ev="7.772 / 8.129"
Tb 1.023 0.640 -0.575
C 4.222 0.527 0.318
O 3.315 1.180 -0.613
C 3.591 2.573 -0.882
C 2.746 3.448 -0.007
O 1.379 3.030 -0.191
C 0.424 4.015 0.278
H 5.239 0.836 0.091
H 4.119 -0.542 0.162
H 3.962 0.787 1.344
H 3.355 2.735 -1.933
H 4.649 2.780 -0.733
H 2.863 4.486 -0.321
H 3.008 3.368 1.051
H 0.747 5.001 -0.048
H 0.367 3.983 1.365
H -0.534 3.774 -0.167
N -1.256 1.150 -0.701
C -2.425 1.107 -0.734
N -3.704 1.058 -0.792
C -4.561 1.634 0.285
C -5.498 2.710 -0.299
C -5.258 2.925 -1.791
C -5.360 1.613 -2.563
C -4.404 0.540 -2.005
H -3.898 2.029 1.051
H -5.109 0.798 0.717
H -5.363 3.642 0.247
H -6.531 2.400 -0.137
H -4.275 3.379 -1.953
H -5.986 3.635 -2.179
H -5.142 1.774 -3.617
H -6.382 1.236 -2.507
H -3.639 0.249 -2.720
H -4.929 -0.362 -1.692
N 1.218 -1.393 -1.027
C 1.352 -2.276 -0.107
C 1.672 -1.756 1.280
C 2.770 -2.242 1.984
C 3.170 -1.647 3.174
C 2.470 -0.570 3.707
C 1.357 -0.088 3.040
C 0.979 -0.660 1.825
C 1.303 -3.735 -0.322
C 1.026 -4.609 0.731
C 0.952 -5.974 0.502
C 1.169 -6.467 -0.777
C 1.439 -5.602 -1.833
C 1.496 -4.238 -1.609
H 3.316 -3.091 1.591
H 4.031 -2.039 3.703
H 2.766 -0.136 4.653
H 0.762 0.707 3.473
H 0.009 -0.364 1.424
H 0.848 -4.228 1.729
H 0.723 -6.649 1.315
H 1.127 -7.534 -0.954
H 1.601 -5.996 -2.828
H 1.693 -3.551 -2.422

[2]
78
Properties=species:S:1:pos:R:3 method="wB97M-V/def2-TZVPD" e_homo_ev=-5.1 orbital_gap_ev=1.076
C -2.836 0.554 3.108
C -1.343 0.503 3.286
Cl -0.563 -1.101 3.501
C -0.506 1.581 3.286
Cl -1.169 3.128 3.113
O 0.867 1.414 3.446
C 1.535 1.570 2.174
O 1.272 2.518 1.525
C 2.528 0.593 1.651
C 2.159 -0.714 1.311
C 3.117 -1.588 0.810
N 4.371 -1.193 0.625
C 4.769 0.063 0.943
C 3.871 0.973 1.461
C 4.409 2.326 1.812
C 3.899 3.485 1.198
C 4.474 4.672 1.657
C 5.459 4.633 2.633
N 6.001 3.557 3.215
C 5.425 2.442 2.752
H -3.019 0.469 2.025
H -3.301 -0.304 3.606
H -3.236 1.496 3.491
H 1.140 -1.038 1.469
H 2.885 -2.615 0.557
H 5.078 -1.821 0.271
H 5.803 0.338 0.776
H 3.109 3.477 0.458
H 4.153 5.626 1.253
H 5.851 5.592 2.978
H 5.809 1.508 3.175
F 1.832 0.005 -0.600
Al -0.727 0.506 5.532
F -2.896 3.741 5.216
C -2.561 -1.747 -1.808
C -2.640 -2.310 -0.411
O -1.665 -1.561 0.334
S -1.581 -0.051 -0.248
O -2.395 0.779 0.589
O -0.216 0.245 -0.522
O -2.358 -0.319 -1.612
H -1.711 -2.139 -2.350
H -3.464 -1.924 -2.376
H -2.418 -3.369 -0.378
H -3.621 -2.130 0.038
C -2.378 4.190 0.140
O -2.334 3.312 -0.733
O -3.277 4.255 1.029
O -1.525 5.119 0.254
O 1.709 3.061 6.252
H 0.958 3.439 6.772
H 2.488 3.667 6.247
H 1.424 2.823 5.325
C -1.088 -6.015 -4.850
C -0.025 -6.274 -3.764
C -0.453 -5.511 -2.505
S -2.247 -5.407 -2.581
O -2.622 -4.007 -2.710
O -2.821 -6.235 -1.538
C -2.427 -6.212 -4.161
H -0.977 -6.678 -5.698
H -1.004 -4.997 -5.218
H 0.021 -7.346 -3.543
H 0.968 -5.965 -4.092
H -0.164 -6.030 -1.592
H -0.058 -4.495 -2.494
H -3.254 -5.768 -4.711
H -2.623 -7.268 -3.967
F -1.765 -5.496 -7.094
C -1.769 3.369 -4.023
C -2.732 3.817 -5.194
O -3.018 2.751 -5.894
H -0.844 2.942 -4.406
H -1.512 4.243 -3.415
H -2.246 2.640 -3.373
H -2.193 4.643 -5.706
H -3.568 4.344 -4.687
Cs -4.233 3.219 6.963

[3]
70
Properties=species:S:1:pos:R:3 method="wB97M-V/def2-TZVPD" spin_multiplicity=4 e_homo_ev="-10.6 / -11.7" total_charge=+1 e_above_lowest_kcal_mol=8.4 orbital_gap_ev="5.954 / 6.421"
Pt -0.423 -1.066 -0.224
Br 6.267 7.286 -0.877
C 6.087 5.645 0.028
C 7.194 4.811 0.172
C 7.070 3.631 0.867
C 5.823 3.262 1.407
C 4.705 4.108 1.237
C 4.847 5.296 0.559
N 5.760 2.120 2.135
N 4.892 1.475 2.700
C 3.812 0.792 2.403
C 3.119 0.202 3.508
C 1.976 -0.507 3.360
C 1.408 -0.717 2.066
O 0.337 -1.345 1.905
C 2.149 -0.187 0.912
N 1.620 -0.445 -0.296
C 2.193 0.017 -1.393
C 3.369 0.758 -1.340
C 3.932 1.026 -0.115
C 3.319 0.560 1.056
H 8.144 5.102 -0.254
H 7.917 2.973 1.007
H 3.745 3.813 1.645
H 3.999 5.955 0.429
H 3.538 0.371 4.491
H 1.452 -0.924 4.208
H 1.707 -0.199 -2.334
H 3.816 1.130 -2.251
H 4.846 1.599 -0.067
C 0.265 -4.088 -1.007
Si -1.498 -4.767 -0.885
C -2.018 -5.035 0.906
C -1.693 -6.300 -1.953
C -2.689 -3.442 -1.594
Te -2.863 -1.823 -0.204
C -3.800 -0.415 -1.490
Si -5.268 0.372 -0.500
C -6.415 -1.098 -0.167
C -6.036 1.664 -1.626
C -4.779 1.091 1.168
H 0.974 -4.670 -0.417
H 0.318 -3.050 -0.617
H 0.617 -4.073 -2.040
H -1.534 -5.906 1.352
H -3.097 -5.190 0.964
H -1.766 -4.171 1.526
H -1.044 -7.104 -1.600
H -1.437 -6.090 -2.993
H -2.721 -6.664 -1.922
H -3.688 -3.851 -1.745
H -2.332 -3.032 -2.538
H -4.187 -0.957 -2.351
H -3.087 0.336 -1.815
H -6.531 -1.733 -1.048
H -7.409 -0.753 0.125
H -6.034 -1.716 0.649
H -6.420 1.217 -2.544
H -5.308 2.432 -1.889
H -6.868 2.146 -1.107
H -4.175 0.395 1.754
H -5.682 1.314 1.740
H -4.214 2.015 1.059
F -1.405 1.125 0.541
As -0.890 2.416 -0.597
F -2.507 2.530 -1.179
F -1.189 3.595 0.600
F -0.307 3.492 -1.787
F 0.723 2.193 0.025
F -0.622 1.050 -1.737

[4]
72
Properties=species:S:1:pos:R:3 method="wB97M-V/def2-TZVPD" e_homo_ev=-8.2 total_charge=+1 orbital_gap_ev=2.438
C 4.911 0.662 0.636
C 3.661 0.465 -0.449
S 3.581 1.851 -1.706
C 1.858 2.565 -1.874
C 1.141 2.553 -0.400
C 1.548 3.745 0.660
C 0.823 3.648 2.163
C -0.226 2.426 2.485
N -0.543 1.358 1.428
C 0.072 1.354 0.027
C -0.216 0.196 -1.117
C -1.227 -1.009 -0.547
N -2.576 -0.672 -0.480
H 4.593 1.275 1.594
H 5.160 -0.434 1.035
H 5.883 1.080 0.129
H 2.696 0.314 0.195
H 3.833 -0.566 -1.024
H 1.205 2.014 -2.704
H 1.985 3.680 -2.282
H 2.316 4.605 0.417
H 1.059 4.450 2.989
H -0.705 2.359 3.553
H -1.211 0.591 1.739
H 0.797 -0.261 -1.550
H -0.790 0.671 -2.046
H -0.807 -2.066 -0.218
H -3.122 -1.486 -0.110
C -0.074 -4.807 -1.286
C 0.948 -5.645 -1.976
O 2.032 -4.763 -2.156
C 1.945 -3.879 -1.122
O 2.850 -3.138 -0.777
O 0.721 -3.930 -0.513
F 0.509 -6.035 -3.194
H -0.684 -4.223 -1.984
H -0.737 -5.398 -0.650
H 1.275 -6.518 -1.400
Br 5.678 0.267 -1.522
Cl 4.178 -0.433 -3.768
Ca -3.022 -2.908 0.275
Cl -1.822 -6.165 1.299
C -2.327 4.060 -4.553
C -1.851 3.314 -3.295
C -1.316 4.332 -2.274
O -0.850 2.525 -3.645
H -1.523 4.636 -5.029
H -2.733 3.368 -5.301
H -3.125 4.767 -4.297
H -2.755 2.882 -2.843
H -0.474 4.917 -2.666
H -0.981 3.838 -1.353
H -2.104 5.042 -1.995
Li 4.475 -2.276 -0.090
C -5.174 -1.337 -3.547
O -5.190 -1.500 -2.303
O -4.031 -0.790 -3.935
O -6.024 -1.598 -4.428
H -3.705 -0.763 -3.013
F -2.571 -1.329 4.001
C -1.853 -1.050 5.097
C -0.872 -1.941 5.518
C -0.121 -1.648 6.656
C -0.366 -0.471 7.367
C -1.356 0.415 6.940
C -2.100 0.127 5.795
H -0.701 -2.854 4.958
H 0.654 -2.334 6.989
H 0.217 -0.245 8.257
H -1.548 1.329 7.497
H -2.867 0.809 5.444
Ca 3.676 -4.015 -3.720

[5]
66
Properties=species:S:1:pos:R:3 method="wB97M-V/def2-TZVPD" spin_multiplicity=2 e_homo_ev="-7.8 / -7.2" e_above_lowest_kcal_mol=0.0 orbital_gap_ev="7.428 / 6.808"
Mn -1.701 0.573 0.242
O 1.662 2.659 -0.720
C 2.478 2.445 0.332
C 3.801 2.877 0.252
C 4.667 2.691 1.313
C 4.230 2.086 2.487
C 2.913 1.663 2.565
C 2.033 1.812 1.498
C 0.631 1.250 1.607
O -0.250 1.776 0.705
N 0.733 -0.225 1.357
N -0.461 -0.782 1.042
C -0.650 -2.040 1.229
C -1.867 -2.699 0.791
Br -3.012 -1.637 -0.306
C -2.220 -3.963 1.040
C -1.491 -4.910 1.902
C -1.337 -6.230 1.475
C -0.664 -7.153 2.257
C -0.149 -6.778 3.491
C -0.323 -5.477 3.940
C -0.992 -4.551 3.154
H 0.752 2.390 -0.400
H 4.121 3.371 -0.657
H 5.690 3.037 1.232
H 4.900 1.959 3.326
H 2.546 1.212 3.483
H 0.282 1.380 2.652
H 1.290 -0.751 2.022
H 0.121 -2.661 1.677
H -3.107 -4.349 0.550
H -1.742 -6.528 0.515
H -0.545 -8.170 1.906
H 0.371 -7.500 4.106
H 0.051 -5.185 4.912
H -1.159 -3.549 3.528
N -2.605 0.889 2.098
N -3.874 1.474 1.842
C -4.014 2.140 0.582
O -4.949 2.906 0.464
O -3.172 1.763 -0.312
H -2.738 0.061 2.668
H -1.994 1.535 2.595
H -4.252 2.014 2.607
C -1.061 3.622 -3.031
C -1.045 2.414 -3.965
N -0.045 1.405 -3.625
C 1.156 1.362 -4.451
C 2.127 2.500 -4.165
C -0.171 0.685 -2.482
C 0.959 -0.218 -2.086
N -1.223 0.742 -1.733
H -1.830 4.324 -3.354
H -0.098 4.132 -3.041
H -1.285 3.342 -2.002
H -0.830 2.736 -4.984
H -2.034 1.946 -3.998
H 0.840 1.388 -5.498
H 1.649 0.404 -4.307
H 1.680 3.466 -4.405
H 3.028 2.390 -4.770
H 2.405 2.513 -3.110
H 1.056 -1.045 -2.793
H 0.762 -0.618 -1.099
H 1.903 0.325 -2.055
H -1.946 1.358 -2.092

[6]
60
Properties=species:S:1:pos:R:3 method="wB97M-V/def2-TZVPD" e_homo_ev=-6.7 e_above_lowest_kcal_mol=0.0 orbital_gap_ev=6.587
Sr 0.083 0.568 -1.070
Br 3.764 1.193 -0.942
C 3.623 3.087 -0.827
C 4.789 3.787 -0.710
C 4.747 5.192 -0.597
C 3.547 5.839 -0.596
C 2.333 5.118 -0.717
C 1.090 5.805 -0.713
C -0.074 5.109 -0.837
C -0.028 3.697 -0.973
C 1.127 2.942 -0.987
C 2.336 3.701 -0.848
H 5.735 3.266 -0.705
H 5.672 5.746 -0.508
H 3.503 6.918 -0.504
H 1.090 6.884 -0.614
H -1.024 5.632 -0.843
H -1.001 3.203 -1.091
C 1.404 1.385 2.040
O 0.022 1.471 1.656
H 1.503 1.402 3.127
H 1.980 2.195 1.594
H 1.788 0.440 1.663
H -0.274 2.375 1.802
C -3.143 -4.320 2.365
C -3.030 -2.988 1.680
C -3.045 -2.897 0.291
C -2.905 -1.675 -0.345
C -2.752 -0.535 0.428
C -2.717 -0.594 1.815
C -2.865 -1.824 2.431
S -2.648 1.055 -0.362
C -4.394 1.280 -0.659
O -2.061 0.792 -1.743
H -3.210 -5.132 1.643
H -4.026 -4.354 3.006
H -2.270 -4.499 2.993
H -3.138 -3.798 -0.302
H -2.897 -1.607 -1.426
H -2.549 0.302 2.400
H -2.826 -1.888 3.511
H -4.710 0.456 -1.296
H -4.528 2.236 -1.160
H -4.912 1.263 0.298
C 2.500 -4.480 -1.372
Si 1.056 -3.395 -0.834
C 0.377 -4.095 0.783
C -0.264 -3.689 -2.162
C 1.511 -1.643 -0.638
H 2.227 -5.532 -1.492
H 3.317 -4.418 -0.650
H 2.885 -4.124 -2.332
H 0.191 -5.171 0.726
H -0.561 -3.601 1.055
H 1.091 -3.918 1.592
H -0.510 -4.750 -2.266
H 0.102 -3.339 -3.132
H -1.186 -3.149 -1.945
H 2.474 -1.466 -1.136
H 1.680 -1.459 0.436

[7]
74
Properties=species:S:1:pos:R:3 method="wB97M-V/def2-TZVPD" spin_multiplicity=6 e_homo_ev="-5.8 / -6.8" e_above_lowest_kcal_mol=55.1 orbital_gap_ev="3.844 / 6.640"
Mn 1.206 0.264 -1.036
C 5.554 3.674 -0.909
O 4.189 3.512 -1.291
C 3.647 2.300 -1.371
O 2.474 2.180 -1.662
N 4.461 1.227 -1.175
N 3.834 -0.017 -1.199
H 5.724 4.746 -0.901
H 6.228 3.209 -1.631
H 5.736 3.281 0.093
H 5.366 1.320 -0.751
H 3.900 -0.493 -0.308
H 4.208 -0.609 -1.930
S 1.710 -0.287 1.055
C 0.469 0.682 1.997
N 0.137 0.321 3.211
N 0.830 -0.676 3.796
C 0.283 -1.442 4.806
C -0.979 -1.163 5.336
C -1.493 -1.964 6.343
C -0.770 -3.041 6.836
C 0.489 -3.311 6.314
C 1.016 -2.523 5.308
N -0.118 1.703 1.408
N 0.136 1.947 0.139
C -0.668 2.922 -0.426
C -0.508 3.239 -1.786
C -1.324 4.179 -2.391
C -2.316 4.834 -1.671
C -2.469 4.546 -0.320
C -1.663 3.608 0.302
H 1.629 -1.045 3.297
H -1.535 -0.326 4.938
H -2.475 -1.746 6.744
H -1.183 -3.665 7.618
H 1.064 -4.148 6.691
H 1.994 -2.735 4.892
H 0.278 2.750 -2.342
H -1.180 4.416 -3.439
H -2.947 5.571 -2.151
H -3.230 5.062 0.254
H -1.764 3.394 1.356
C -4.003 1.385 -1.760
N -3.172 0.405 -1.063
C -3.383 0.376 0.380
C -1.912 0.111 -1.498
N -0.953 -0.303 -0.764
N -1.730 0.178 -2.882
C -0.530 0.136 -3.536
N -0.625 -0.107 -4.872
N 0.579 0.419 -2.949
H -5.048 1.186 -1.527
H -3.885 1.328 -2.839
H -3.751 2.402 -1.445
H -4.417 0.643 0.580
H -2.732 1.083 0.903
H -3.215 -0.627 0.775
H -1.182 -0.355 0.219
H -2.549 0.058 -3.449
H -1.433 -0.577 -5.239
H 0.232 -0.282 -5.367
H 1.378 0.384 -3.570
C -1.866 -3.645 -0.331
S -1.228 -3.513 -2.031
C 0.309 -4.314 -1.814
C 1.535 -3.744 -1.791
S 2.068 -2.120 -2.008
S 2.853 -4.908 -1.592
C 1.919 -6.369 -1.522
S 2.567 -7.861 -1.358
S 0.226 -6.064 -1.660
H -2.870 -3.223 -0.328
H -1.212 -3.085 0.336
H -1.909 -4.692 -0.041

no.,calculated total energy (eV)
1,-55323.8796
2,-115942.6655
3,-204349.1399
4,-190076.0546
5,-142847.4755
6,-118039.1150
7,-141171.0556